# 1
Entry from the OMol25 dataset: a 2-piece molecular cluster, C7H6BNO5S overall (ωB97M-V/def2-TZVPD).

ORCA input file:
```
! wB97M-V def2-TZVPD RIJCOSX def2/J DEFGRID3
* xyz 0 1
B 0.10 -2.36 1.75
C -0.36 2.47 0.83
C 0.86 2.19 0.43
C -1.52 1.60 0.71
C -1.30 0.43 -0.17
C -0.02 0.10 -0.46
C 1.50 -0.86 -1.91
C 1.17 0.83 0.04
N 0.36 -0.93 -1.39
O -0.58 -1.85 -1.65
O -2.52 1.87 1.33
O -2.37 -0.21 -0.68
O -0.64 -3.12 0.91
O 0.77 -1.73 2.51
S 2.54 0.38 -1.30
H -0.64 3.54 1.10
H 1.66 2.83 0.76
H 1.90 -1.53 -2.66
H 1.59 0.44 1.04
H -0.56 -3.07 -0.01
H -1.94 -1.04 -1.19
*
```

Calculated values
LUMO   -1.07 eV
HOMO level   -8.98 eV
Energy above the lowest of the compared OMol25 structures with the same formula, charge and spin   0.0 kJ/mol

***

# 2
Entry from the OMol25 dataset: C7H6Cl2CoLuN2O3 as an isolated structure (ωB97M-V/def2-TZVPD).

ORCA input file:
```
! wB97M-V def2-TZVPD RIJCOSX def2/J DEFGRID3
* xyz 4 5
Co -0.39 -0.40 -5.18
Lu 1.15 0.68 -0.72
Cl -0.54 -1.56 -3.15
Cl -0.47 2.45 -1.10
C 2.17 2.50 0.18
C 0.77 -1.53 -5.83
C 0.50 1.37 -5.27
O 2.57 3.57 0.35
O 1.34 -2.56 -5.90
O 1.19 2.20 -5.71
C -1.01 -0.03 4.28
N -0.69 -0.43 2.89
C -0.76 -1.70 2.34
C -0.46 -1.59 1.03
N -0.13 -0.22 0.77
C -0.31 0.42 1.95
H -2.07 -0.26 4.49
H -0.37 -0.58 4.98
H -0.84 1.04 4.36
H -1.01 -2.60 2.93
H -0.44 -2.27 0.20
H -0.20 1.49 2.10
*
```

Calculated values
LUMO (spin up / spin down)   -15.15 / -18.51 eV
HOMO level (spin up / spin down)   -24.06 / -24.02 eV
⟨S²⟩   6.0253

***

# 3
Entry from the OMol25 dataset: one molecule with the formula C7H6ClN3 (ωB97M-V/def2-TZVPD).

ORCA input file:
```
! wB97M-V def2-TZVPD RIJCOSX def2/J DEFGRID3
* xyz 0 1
C -1.04 2.30 0.32
N -1.53 1.04 -0.07
Cl -3.29 0.87 -0.08
C -0.72 -0.14 0.01
N 0.63 0.03 0.09
C 1.39 -1.04 0.00
C 0.90 -2.31 -0.03
C -0.42 -2.49 0.09
C -1.30 -1.41 0.05
C -2.74 -1.63 -0.02
N -3.79 -2.10 0.13
H -0.04 2.40 0.21
H -1.68 3.05 -0.14
H -1.27 2.33 1.34
H 2.47 -0.77 -0.11
H 1.47 -3.19 0.02
H -0.65 -3.58 0.12
*
```

Calculated values
LUMO   0.25 eV
HOMO level   -8.66 eV
Energy above the lowest of the compared OMol25 structures with the same formula, charge and spin   0.0 kJ/mol
SMILES   CN(Cl)c1ncccc1C#N

***

# 4
Entry from the OMol25 dataset: one molecule with the formula C7H6ClNO (ωB97M-V/def2-TZVPD).

ORCA input file:
```
! wB97M-V def2-TZVPD RIJCOSX def2/J DEFGRID3
* xyz 0 1
C -0.28 -2.19 -0.63
C 1.04 -1.80 -0.23
C -1.08 -1.06 -0.64
C 0.87 -0.43 0.03
C -0.90 1.42 -0.14
C -1.35 2.07 1.04
C 1.86 0.50 0.31
N -0.39 0.02 -0.19
O -1.00 1.86 -1.28
Cl 3.45 0.06 0.31
H -0.47 -3.21 -0.99
H 1.78 -2.45 0.24
H -2.04 -0.90 -1.14
H -1.73 3.06 0.92
H -1.37 1.59 1.99
H 1.59 1.47 0.41
*
```

Calculated values
LUMO (spin up / spin down)   -2.40 / -2.39 eV
HOMO level (spin up / spin down)   -6.76 / -6.77 eV
Energy above the lowest of the compared OMol25 structures with the same formula, charge and spin   261.4 kJ/mol